Density functional theory data (wB97M-V/def2-TZVPD) for a 17-piece molecular cluster, C37H64Cl33F6N3O8PS overall at a distorted geometry.

Geometry as XYZ:
```
153
Properties=species:S:1:pos:R:3:forces:R:3:lowdin_charge:R:1
C 3.395 3.969 4.529 -0.26 -0.04 -0.37 0.088
C 3.189 4.141 3.214 -0.60 0.10 1.13 -0.083
C 2.666 3.013 2.364 0.98 1.24 -0.11 -0.439
O 2.397 1.851 3.081 -1.17 0.09 -0.46 -0.063
N 3.631 1.122 3.364 0.49 -0.52 0.21 0.010
O 3.398 0.168 3.954 -0.13 0.21 0.05 0.096
C 3.721 2.859 1.205 0.67 0.06 -0.87 -0.248
N 4.148 4.128 0.637 -1.12 -0.09 0.05 0.112
C 2.915 2.018 0.217 -0.47 -0.68 0.74 -0.191
C 3.504 1.582 -1.093 0.66 0.32 0.04 -0.224
O 3.038 1.767 -2.174 -0.34 0.06 -0.37 0.201
C 4.820 0.764 -0.945 -0.35 -0.15 -0.02 -0.342
F 4.509 -0.322 -0.189 0.20 0.10 -0.04 0.143
F 5.749 1.513 -0.298 -0.15 -0.14 0.05 0.124
C 5.443 0.339 -2.288 0.75 0.00 0.04 -0.331
F 5.725 1.490 -2.942 -0.32 -0.31 -0.14 0.133
F 4.605 -0.420 -3.015 -0.13 0.31 0.28 0.178
C 6.791 -0.462 -2.118 0.17 -0.30 -0.09 -0.333
F 7.817 0.287 -2.547 -0.19 0.05 0.10 0.149
F 7.022 -0.765 -0.815 -0.13 0.25 0.00 0.116
C 6.798 -1.774 -2.947 -0.20 0.13 0.25 -0.456
O 7.028 -1.751 -4.106 0.38 0.10 -0.82 0.199
O 6.542 -2.841 -2.209 0.27 -0.12 0.67 0.118
C 1.426 2.526 0.221 1.72 -0.22 -0.14 -0.595
Cl 0.516 1.001 0.357 -0.70 0.35 0.23 0.849
C 1.044 3.457 -0.928 -0.24 -0.29 -0.82 -0.153
C 0.007 2.936 -1.938 -0.08 0.75 0.01 -0.193
C -1.362 3.504 -1.580 -0.24 -0.51 -0.26 -0.214
C -2.534 2.982 -2.406 -0.38 0.83 0.04 -0.196
C -3.835 3.556 -1.811 0.96 -0.14 0.99 -0.237
C -4.290 2.808 -0.561 -1.08 -0.42 -0.63 -0.204
C -5.081 1.540 -0.932 0.85 0.19 0.57 -0.184
C -5.200 0.583 0.264 -0.45 -0.20 -0.56 -0.195
C -6.601 -0.001 0.431 0.35 0.31 -0.26 -0.293
O -6.765 -1.166 -0.360 -0.15 -0.08 0.10 -0.184
C -7.350 -2.257 0.327 0.03 -0.03 -0.49 -0.122
N 1.478 3.365 1.506 -0.55 -0.47 0.25 -0.051
P -0.058 3.830 2.355 -1.45 2.53 0.74 0.174
O -1.222 2.867 1.929 0.73 -0.62 0.08 -0.174
O 0.223 3.596 3.899 0.27 -1.14 -0.58 -0.145
S -0.395 5.657 1.996 0.29 -0.27 -0.29 0.459
H 4.282 4.335 5.022 -0.47 1.18 0.31 0.082
H 2.644 3.476 5.132 0.65 -1.25 0.00 0.078
H 3.388 5.100 2.761 1.14 -0.38 -0.61 0.120
H 4.618 2.352 1.530 -0.22 -0.52 0.46 0.128
H 4.043 4.132 -0.366 0.26 0.22 -0.09 0.061
H 5.093 4.371 0.890 0.06 0.13 -0.06 0.093
H 2.839 1.071 0.752 0.09 -0.23 -0.02 0.108
H 7.099 -3.591 -2.501 -0.42 -0.09 -0.15 0.020
H 1.952 3.692 -1.473 0.22 -0.02 0.09 0.111
H 0.666 4.412 -0.570 -0.12 0.02 0.39 0.100
H 0.029 1.861 -2.081 0.00 -0.17 0.18 0.092
H 0.275 3.371 -2.898 0.10 -0.11 -0.22 0.117
H -1.306 4.576 -1.767 -0.04 0.22 0.19 0.111
H -1.603 3.384 -0.524 0.20 -0.11 0.19 0.082
H -2.448 3.433 -3.391 0.17 -0.43 -0.37 0.060
H -2.559 1.897 -2.486 0.07 -0.17 -0.02 0.113
H -3.559 4.557 -1.481 -0.28 0.38 -0.29 0.074
H -4.626 3.636 -2.545 -0.21 -0.09 -0.05 0.077
H -3.459 2.525 0.083 0.24 0.08 0.04 0.089
H -4.968 3.430 0.023 0.14 0.21 0.23 0.117
H -4.528 1.076 -1.745 -0.23 -0.34 -0.22 0.105
H -6.067 1.818 -1.292 -0.11 0.07 -0.18 0.112
H -4.948 1.095 1.192 0.13 0.18 0.08 0.084
H -4.503 -0.240 0.114 0.09 -0.09 0.30 0.078
H -6.784 -0.190 1.486 -0.25 -0.22 -0.12 0.042
H -7.327 0.732 0.080 0.06 0.06 0.18 0.036
H -8.089 -1.931 1.057 -0.03 0.06 0.20 0.073
H -7.859 -2.871 -0.412 -0.04 -0.10 -0.11 0.082
H -6.590 -2.878 0.798 0.07 -0.01 0.27 0.072
H 1.799 4.284 1.155 -0.28 0.10 -0.05 0.114
H -1.105 1.930 2.159 -0.27 -0.07 -0.22 0.075
H 0.210 2.647 4.117 0.14 0.11 0.43 0.103
C 6.715 4.472 -2.593 0.07 -0.04 -0.05 -1.009
Cl 6.082 5.876 -1.714 -0.07 -0.01 0.00 0.526
Cl 8.022 3.675 -1.713 -0.05 0.01 0.01 0.546
H 5.909 3.765 -2.731 -0.02 -0.01 0.03 -0.005
H 7.093 4.803 -3.552 0.05 0.09 0.04 0.033
C -5.596 -2.235 4.292 0.13 0.00 -0.01 -1.021
Cl -5.278 -0.791 3.312 0.24 -0.12 0.31 0.580
Cl -7.161 -2.957 3.926 0.00 -0.04 0.05 0.544
H -4.822 -2.972 4.090 -0.43 0.51 -0.09 -0.107
H -5.580 -1.950 5.338 -0.05 0.05 -0.01 0.030
C -1.276 -2.475 0.123 0.08 -0.20 -0.02 -1.059
Cl -1.842 -3.314 -1.324 -0.07 0.08 0.16 0.525
Cl -2.568 -2.109 1.275 -0.12 0.21 -0.21 0.499
H -0.564 -3.121 0.618 0.01 -0.01 0.05 -0.045
H -0.801 -1.546 -0.173 -0.10 0.04 -0.07 -0.017
C 7.051 -0.892 2.512 0.05 -0.14 -0.06 -0.992
Cl 6.560 0.537 3.445 0.21 0.11 -0.23 0.573
Cl 8.357 -1.768 3.305 -0.03 -0.01 0.00 0.550
H 6.195 -1.551 2.417 -0.02 0.01 0.07 0.033
H 7.386 -0.565 1.537 0.05 0.09 0.02 0.004
C -2.705 -1.695 -5.789 0.06 -0.04 -0.11 -1.026
Cl -4.373 -1.417 -5.295 -0.04 0.05 0.02 0.513
Cl -1.662 -2.090 -4.412 0.00 0.07 -0.12 0.469
H -2.686 -2.530 -6.478 -0.01 -0.05 0.04 0.024
H -2.324 -0.801 -6.268 -0.01 0.06 0.07 0.019
C -3.076 6.775 -4.341 -0.02 0.00 -0.12 -0.981
Cl -3.059 7.252 -2.635 0.04 0.01 -0.01 0.530
Cl -3.971 5.278 -4.622 0.19 0.20 0.21 0.540
H -3.543 7.567 -4.914 -0.07 0.00 0.04 0.027
H -2.052 6.631 -4.665 0.02 -0.05 0.04 -0.006
C 0.872 -3.283 3.472 0.01 -0.22 -0.02 -0.994
Cl 1.108 -1.784 2.539 0.07 0.09 -0.08 0.520
Cl -0.678 -4.043 3.136 0.20 0.01 -0.06 0.508
H 1.659 -3.983 3.219 0.05 0.08 -0.10 0.034
H 0.925 -3.022 4.518 -0.05 0.05 0.07 -0.023
C 9.172 -5.767 -0.969 -0.02 -0.02 0.24 -0.974
Cl 7.939 -6.814 -0.272 0.00 0.04 0.00 0.525
Cl 8.678 -5.125 -2.550 0.18 -0.10 -0.20 0.598
H 9.341 -4.934 -0.298 -0.05 0.05 -0.03 0.030
H 10.085 -6.334 -1.107 -0.03 -0.04 -0.12 0.032
C 0.443 -6.283 6.599 0.07 -0.04 0.01 -0.987
Cl 1.178 -6.993 5.159 0.00 -0.02 0.01 0.521
Cl -0.144 -4.641 6.288 -0.09 -0.11 0.46 0.529
H -0.396 -6.897 6.902 -0.05 0.02 -0.06 0.023
H 1.185 -6.243 7.387 0.05 0.05 -0.03 0.028
C 6.076 -0.680 6.760 0.04 -0.07 -0.04 -1.057
Cl 5.563 0.767 7.644 -0.07 0.04 -0.05 0.495
Cl 7.372 -1.541 7.591 -0.02 -0.01 -0.03 0.521
H 5.224 -1.343 6.664 -0.02 0.00 0.09 0.024
H 6.430 -0.367 5.786 0.06 -0.04 0.12 -0.068
C 4.651 -8.768 -1.066 0.01 -0.01 -0.09 -1.039
Cl 4.817 -8.247 0.618 0.02 0.04 0.02 0.475
Cl 3.615 -10.189 -1.217 0.01 0.01 -0.03 0.516
H 4.213 -7.957 -1.635 -0.06 0.01 0.04 0.024
H 5.634 -9.012 -1.449 0.02 -0.05 0.06 0.016
C -4.713 4.405 -8.435 -0.15 -0.05 -0.10 -0.994
Cl -5.229 5.829 -7.515 -0.06 -0.04 -0.35 0.492
Cl -3.476 3.446 -7.609 -0.26 -0.01 -0.16 0.471
H -5.579 3.775 -8.592 -0.04 0.01 0.06 0.025
H -4.312 4.740 -9.383 0.08 0.04 0.03 0.025
C -3.942 -6.281 5.473 -0.01 -0.11 0.07 -0.989
Cl -3.718 -4.803 4.518 0.36 -0.52 0.13 0.561
Cl -5.494 -7.040 5.138 0.01 -0.04 0.07 0.528
H -3.150 -6.976 5.221 0.00 0.02 -0.11 0.026
H -3.898 -6.020 6.524 -0.04 0.09 -0.01 0.029
C -10.567 -0.239 -0.928 0.05 -0.07 -0.06 -1.004
Cl -11.984 -0.835 -0.058 0.00 -0.03 -0.02 0.510
Cl -9.768 1.081 -0.063 -0.30 0.08 -0.05 0.558
H -9.858 -1.052 -1.038 0.03 0.00 0.07 0.014
H -10.881 0.124 -1.898 -0.05 0.06 0.03 0.026
C -8.266 -7.342 1.445 -0.03 -0.02 0.03 -1.029
Cl -8.891 -6.919 -0.153 -0.03 0.00 0.01 0.503
Cl -6.565 -6.900 1.631 0.00 0.01 0.00 0.484
H -8.843 -6.813 2.193 0.02 0.08 -0.02 0.023
H -8.361 -8.413 1.580 0.04 -0.02 -0.06 0.024
C 0.664 3.846 -7.036 0.06 0.05 0.02 -1.008
Cl 0.313 2.352 -7.908 0.03 -0.01 0.00 0.512
Cl -0.781 4.500 -6.251 0.26 0.07 0.20 0.489
H 1.408 3.637 -6.277 -0.03 -0.05 0.04 0.019
H 1.037 4.581 -7.739 -0.07 0.00 -0.05 0.027
```
Positions in Å, forces in eV/Å.

Summary:
Charge   +1
E_LUMO   -3.509 eV
Electronic energy   -18739.09244 Ha
F_max   3.009 eV Å⁻¹
Kohn-Sham gap   6.87 eV